The following is a DFT calculation (ωB97M-V/def2-TZVPD) of a structure of composition C39H32IrN3O5PSSe.

```
83
Properties=species:S:1:pos:R:3:lowdin_spin:R:1
Ir 0.40 -0.58 -0.68 -0.01
O 2.23 -1.43 -0.29 0.00
C 2.37 -2.54 0.37 0.00
C 3.34 -3.49 -0.03 0.00
C 3.49 -4.67 0.65 0.00
C 2.72 -4.96 1.79 0.00
C 1.81 -4.03 2.22 0.00
C 1.61 -2.82 1.52 0.00
C 0.72 -1.85 2.08 0.00
N 0.31 -0.73 1.59 0.00
C -0.50 0.03 2.56 0.00
C -0.55 1.52 2.31 0.00
N -1.02 1.74 0.97 0.01
C -2.21 2.57 0.62 0.00
C -2.68 1.94 -0.71 0.04
C -3.42 2.91 -1.57 0.01
C -3.82 2.68 -2.82 0.00
C -3.60 1.45 -3.56 0.00
C -3.42 0.21 -3.09 0.00
C -3.52 -0.30 -1.70 0.03
O -3.58 -1.49 -1.51 0.01
H 3.93 -3.25 -0.91 0.00
H 4.23 -5.39 0.31 0.00
H 2.85 -5.90 2.32 0.00
H 1.22 -4.22 3.12 0.00
H 0.38 -2.09 3.09 0.00
H -0.07 -0.11 3.56 0.00
H -1.52 -0.37 2.59 0.00
H 0.46 1.92 2.42 0.00
H -1.19 2.00 3.05 0.00
H -2.99 2.67 1.38 0.00
H -3.68 3.87 -1.12 0.00
H -4.31 3.49 -3.37 0.00
H -3.61 1.54 -4.64 0.00
H -3.27 -0.60 -3.79 0.00
O -0.01 -0.63 -3.02 0.00
S 1.11 0.24 -3.44 0.00
O 1.90 -0.27 -4.52 0.00
O 1.83 0.68 -2.23 0.00
C 0.33 1.75 -3.92 0.00
C 0.66 2.36 -5.12 0.00
C 0.21 3.65 -5.37 0.00
C -0.50 4.32 -4.39 0.00
C -0.84 3.70 -3.20 0.00
C -0.47 2.38 -2.94 0.00
P -0.85 1.50 -1.34 0.00
C -3.61 0.65 -0.47 0.06
C -3.19 -0.11 0.75 0.22
C -3.96 -0.23 1.85 0.01
C -5.27 0.30 1.91 0.33
C -5.81 0.89 0.74 0.02
C -5.08 1.05 -0.39 0.22
C -0.27 2.62 -0.01 0.00
C -1.28 3.75 0.27 0.00
C -0.80 4.61 1.40 0.00
C 0.50 4.69 1.71 0.00
C 1.52 3.89 1.00 0.00
C 1.18 2.90 0.18 0.00
H 1.28 1.81 -5.82 0.00
H 0.46 4.14 -6.30 0.00
H -0.81 5.35 -4.56 0.00
H -1.40 4.26 -2.47 0.00
H -2.23 -0.60 0.68 0.01
H -3.58 -0.79 2.71 -0.01
H -5.87 0.20 2.80 0.02
H -6.85 1.20 0.74 -0.01
H -5.54 1.46 -1.27 0.01
H -1.60 4.39 -0.56 0.00
H -1.54 5.23 1.90 0.00
H 0.83 5.36 2.49 0.00
H 2.56 4.14 1.17 0.00
H 1.91 2.29 -0.35 0.00
Se -0.75 -2.87 -0.65 0.00
C -1.05 -3.63 -2.37 0.00
C -2.27 -4.25 -2.60 0.00
C -2.52 -4.74 -3.88 0.00
N -1.65 -4.66 -4.88 0.00
C -0.47 -4.10 -4.63 0.00
C -0.11 -3.58 -3.39 0.00
H -3.01 -4.33 -1.82 0.00
H -3.47 -5.22 -4.10 0.00
H 0.23 -4.05 -5.46 0.00
H 0.86 -3.13 -3.24 0.00
```

Computed properties:
orbital gap (alpha / beta)	6.2 / 6.2	eV
2S+1	2
HOMO level (alpha / beta)	-0.2654 / -0.2674	hartree
ΔE to the lowest compared entry with this formula, charge and spin	7.177	eV
⟨S²⟩	0.79



The following is a DFT calculation (ωB97M-V/def2-TZVPD) of a structure of composition C4H6P2.

```
12
Properties=species:S:1:pos:R:3:nbo_charge:R:1
C -0.92 -1.16 0.89 -0.30
C 0.40 0.06 1.70 -0.37
C -1.31 -1.10 -0.48 -0.75
C 1.17 1.01 0.97 -0.72
P -1.44 -1.95 2.31 0.30
P 0.20 -0.67 3.18 0.40
H -2.36 -1.43 -0.78 0.24
H -0.72 -1.92 -1.14 0.25
H -1.21 -0.09 -1.00 0.24
H 2.04 0.52 0.33 0.24
H 1.78 1.77 1.67 0.24
H 0.60 1.72 0.28 0.24
```

Computed properties:
orbital gap	7.3	eV
HOMO level	-0.2921	hartree
ΔE to the lowest compared entry with this formula, charge and spin	3.005	eV



The following is a DFT calculation (ωB97M-V/def2-TZVPD) of a structure of composition C38H51GeIN3OS2ScSi4.

```
102
Properties=species:S:1:pos:R:3:lowdin_spin:R:1
Sc 0.18 -0.80 1.37 0.10
I -2.63 0.21 1.41 0.00
C -2.96 -0.74 3.25 0.00
C -4.13 -0.43 3.89 0.00
C -4.43 -1.07 5.12 0.00
C -3.56 -1.98 5.63 0.00
C -2.35 -2.30 4.96 0.00
C -1.46 -3.26 5.51 0.00
C -0.30 -3.56 4.86 0.00
C 0.03 -2.89 3.66 0.00
C -0.76 -1.95 3.06 0.00
C -2.00 -1.66 3.74 0.00
H -4.82 0.28 3.47 0.00
H -5.35 -0.83 5.63 0.00
H -3.77 -2.49 6.56 0.00
H -1.73 -3.75 6.44 0.00
H 0.38 -4.29 5.28 0.00
H 0.99 -3.16 3.21 0.00
C -0.36 2.80 4.10 0.00
Si 0.70 2.49 2.57 0.00
C 2.23 3.56 2.69 0.00
C -0.30 3.14 1.12 0.00
N 1.11 0.82 2.38 0.00
C 2.05 0.21 3.21 0.00
C 2.45 0.71 4.47 0.00
C 3.38 0.05 5.27 0.00
C 3.94 -1.15 4.86 0.00
C 3.56 -1.68 3.63 0.00
C 2.66 -1.00 2.84 0.00
O 2.22 -1.53 1.60 0.01
C 3.05 -2.52 1.02 0.00
C 4.29 -2.13 0.56 0.00
C 5.11 -3.08 -0.01 0.00
C 4.68 -4.40 -0.12 0.00
C 3.42 -4.76 0.34 0.00
C 2.59 -3.81 0.92 0.00
H -0.85 3.78 4.02 0.00
H 0.22 2.79 5.02 0.00
H -1.14 2.04 4.18 0.00
H 1.93 4.61 2.73 0.00
H 2.86 3.42 1.81 0.00
H 2.84 3.35 3.57 0.00
H 0.13 4.09 0.78 0.00
H -1.33 3.33 1.42 0.00
H -0.31 2.46 0.26 0.00
H 2.01 1.63 4.82 0.00
H 3.65 0.49 6.22 0.00
H 4.65 -1.67 5.48 0.00
H 3.98 -2.61 3.30 0.00
H 4.59 -1.09 0.62 0.00
H 6.07 -2.79 -0.41 0.00
H 5.31 -5.14 -0.60 0.00
H 3.06 -5.77 0.21 0.00
H 1.58 -4.06 1.24 0.00
S -0.40 -2.44 -0.59 0.09
C 0.80 -1.34 -1.21 0.25
S 0.48 0.39 -1.04 0.05
C 1.96 -1.75 -1.95 0.12
C 3.07 -0.89 -2.19 0.03
N 3.98 -0.19 -2.36 0.05
C 2.06 -3.06 -2.47 0.03
N 2.14 -4.13 -2.92 0.07
C 0.09 -1.61 -4.96 0.00
Si -1.50 -0.96 -4.22 0.01
C -2.51 -2.35 -3.50 0.00
C -2.53 -0.21 -5.61 0.01
Ge -1.02 0.90 -2.80 0.09
Si 0.36 2.50 -3.92 0.02
C 0.32 4.09 -2.92 0.00
C 2.12 1.91 -4.05 0.00
C -0.24 2.90 -5.67 0.01
Si -3.09 1.98 -2.29 0.02
C -4.43 0.68 -1.97 0.00
C -3.57 2.95 -3.84 0.01
C -3.12 3.26 -0.93 0.00
H -0.14 -2.21 -5.85 0.00
H 0.62 -2.25 -4.25 0.00
H 0.76 -0.80 -5.24 0.00
H -2.39 -3.23 -4.13 0.00
H -3.57 -2.08 -3.48 0.00
H -2.19 -2.60 -2.49 0.00
H -2.64 -0.95 -6.41 0.00
H -2.06 0.68 -6.04 0.00
H -3.53 0.06 -5.26 0.00
H 0.78 3.93 -1.94 0.00
H -0.70 4.43 -2.75 0.00
H 0.87 4.88 -3.44 0.00
H 2.55 1.72 -3.07 0.00
H 2.73 2.66 -4.56 0.00
H 2.19 0.97 -4.61 0.00
H -1.28 3.21 -5.69 0.00
H -0.12 2.03 -6.32 0.00
H 0.37 3.71 -6.08 0.00
H -5.11 0.64 -2.83 0.00
H -5.01 0.92 -1.08 0.00
H -4.00 -0.31 -1.83 0.00
H -3.45 2.37 -4.75 0.00
H -2.96 3.85 -3.93 0.00
H -4.62 3.26 -3.76 0.00
H -2.99 2.85 0.08 0.00
H -4.09 3.76 -0.96 0.00
H -2.34 4.01 -1.08 0.00
```

Computed properties:
orbital gap (alpha / beta)	4.7 / 6.7	eV
2S+1	2
HOMO level (alpha / beta)	-0.0990 / -0.1729	hartree
charge	-1
ΔE to the lowest compared entry with this formula, charge and spin	0.787	eV
⟨S²⟩	0.76



The following is a DFT calculation (ωB97M-V/def2-TZVPD) of a structure of composition C12H24IrN3O2S4.

```
46
Properties=species:S:1:pos:R:3:lowdin_spin:R:1
Ir -0.17 -0.88 -0.13 0.01
C -3.37 -1.55 -0.66 0.00
C -3.15 -0.09 -0.97 0.00
S -1.80 0.72 -0.05 0.00
C -2.27 0.73 1.71 0.00
C -2.18 -0.62 2.40 0.00
S -0.56 -1.38 2.02 0.00
C -0.93 -3.16 1.90 0.00
C -1.96 -3.51 0.84 0.00
S -1.80 -2.50 -0.69 0.00
H -4.01 -1.99 -1.43 0.00
H -3.87 -1.70 0.29 0.00
H -4.05 0.51 -0.81 0.00
H -2.86 0.07 -2.01 0.00
H -3.27 1.16 1.79 0.00
H -1.56 1.44 2.14 0.00
H -2.97 -1.30 2.12 0.00
H -2.19 -0.49 3.48 0.00
H -1.22 -3.50 2.89 0.00
H 0.04 -3.59 1.67 0.00
H -2.98 -3.40 1.19 0.00
H -1.83 -4.55 0.54 0.00
N 3.41 -1.28 -1.76 0.30
C 3.58 -2.55 -1.32 0.17
C 2.07 -3.29 -0.59 0.16
O 2.33 -4.43 -0.39 0.23
O 1.03 -2.60 -0.41 0.08
H 3.33 -1.12 -2.76 0.01
H 3.81 -0.51 -1.25 0.01
H 4.22 -2.66 -0.45 0.01
H 3.73 -3.29 -2.09 0.01
C 2.15 3.69 1.40 0.00
N 1.57 3.39 0.09 0.00
C 1.43 4.45 -0.92 0.00
C 0.86 3.71 -2.14 0.00
N 0.79 2.32 -1.65 0.00
C 1.23 2.22 -0.39 0.00
S 1.43 0.76 0.54 0.00
H 1.76 4.65 1.74 0.00
H 3.23 3.74 1.33 0.00
H 1.87 2.92 2.11 0.00
H 2.40 4.91 -1.12 0.00
H 0.75 5.22 -0.55 0.00
H 1.51 3.76 -3.01 0.00
H -0.13 4.06 -2.43 0.00
H 0.58 1.54 -2.24 0.00
```

Computed properties:
orbital gap (alpha / beta)	6.6 / 6.5	eV
2S+1	2
HOMO level (alpha / beta)	-0.6679 / -0.6677	hartree
charge	+3
ΔE to the lowest compared entry with this formula, charge and spin	1.330	eV
⟨S²⟩	0.76



The following is a DFT calculation (ωB97M-V/def2-TZVPD) of the molecule C27H33F3N2O3.

```
68
Properties=species:S:1:pos:R:3:nbo_charge:R:1
C -0.30 -2.90 -1.75 -0.65
C -1.09 -2.99 -0.48 -0.03
C -0.46 -3.31 0.71 -0.22
C -1.17 -3.44 1.89 -0.20
C -2.54 -3.26 1.89 -0.18
C -3.18 -2.92 0.71 -0.20
C -2.47 -2.78 -0.47 0.00
C -3.19 -2.39 -1.75 -0.10
O -2.85 -1.08 -2.20 -0.56
C -3.79 -0.07 -1.95 -0.05
C -3.78 0.49 -0.51 -0.09
N -2.45 0.93 -0.11 -0.46
C -1.93 0.42 1.03 0.70
O -2.56 -0.29 1.79 -0.64
C -0.48 0.77 1.33 -0.51
H -0.25 0.29 2.29 0.25
H -0.34 1.84 1.44 0.22
C 0.49 0.22 0.26 -0.22
N 0.61 1.11 -0.87 -0.44
C 1.64 1.97 -1.06 0.67
O 1.62 2.85 -1.90 -0.61
C 2.87 1.76 -0.22 -0.13
C 3.64 0.62 -0.39 -0.13
C 4.82 0.48 0.33 -0.16
C 5.24 1.47 1.21 -0.17
C 4.47 2.61 1.36 -0.21
C 3.29 2.76 0.65 -0.16
H 2.70 3.65 0.76 0.23
H 4.79 3.38 2.04 0.22
H 6.16 1.35 1.76 0.23
C 5.65 -0.76 0.12 0.97
F 4.89 -1.87 0.04 -0.33
F 6.53 -0.97 1.10 -0.32
F 6.35 -0.71 -1.03 -0.32
H 3.34 -0.15 -1.08 0.23
C -0.57 1.25 -1.70 -0.24
H -0.29 1.89 -2.53 0.25
H -0.87 0.27 -2.07 0.22
C -1.74 1.88 -0.93 -0.23
H -2.44 2.30 -1.65 0.22
H -1.37 2.71 -0.32 0.21
H 1.47 0.09 0.72 0.23
H 0.12 -0.75 -0.08 0.22
C -4.82 1.62 -0.40 -0.40
H -4.59 2.40 -1.12 0.20
H -5.80 1.20 -0.67 0.21
C -4.92 2.25 1.00 -0.21
C -5.43 1.25 2.03 -0.62
H -4.71 0.45 2.19 0.24
H -5.59 1.75 2.99 0.21
H -6.38 0.82 1.71 0.19
C -5.84 3.47 0.93 -0.60
H -5.47 4.20 0.22 0.20
H -5.90 3.95 1.91 0.21
H -6.84 3.17 0.64 0.20
H -3.92 2.58 1.30 0.19
H -4.03 -0.31 0.19 0.25
H -3.55 0.72 -2.66 0.18
H -4.80 -0.43 -2.16 0.18
H -4.27 -2.47 -1.61 0.18
H -2.89 -3.07 -2.56 0.19
H -4.25 -2.78 0.71 0.21
H -3.11 -3.36 2.80 0.21
H -0.66 -3.69 2.81 0.21
H 0.61 -3.47 0.72 0.21
H -0.60 -2.05 -2.35 0.23
H 0.77 -2.84 -1.54 0.22
H -0.47 -3.80 -2.35 0.22
```

Computed properties:
orbital gap	9.4	eV
HOMO level	-0.3246	hartree
SMILES	Cc1ccccc1COC[C@H](CC(C)C)N1CCN(C(=O)c2cccc(C(F)(F)F)c2)CCC1=O
ΔE to the lowest compared entry with this formula, charge and spin	0.119	eV



The following is a DFT calculation (ωB97M-V/def2-TZVPD) of a structure of composition C62H50N2O2P2PdS4.

```
123
Properties=species:S:1:pos:R:3:mulliken_charge:R:1
Pd -0.27 -1.01 -0.12 0.93
S -2.37 0.18 -0.48 -0.82
P -2.18 -0.67 -2.24 1.40
C -0.57 -1.54 -2.07 0.37
P -0.07 -2.71 -3.41 1.95
S 0.95 -4.23 -2.73 -0.43
C -1.47 -3.42 -4.29 0.77
C -2.28 -4.32 -3.58 -0.63
C -3.32 -4.96 -4.23 -0.68
C -3.56 -4.70 -5.59 -0.77
C -2.75 -3.82 -6.28 -0.92
C -1.70 -3.18 -5.63 -0.66
C 0.92 -1.69 -4.50 0.47
C 1.34 -0.41 -4.11 -0.54
C 2.21 0.30 -4.92 -0.79
C 2.66 -0.26 -6.11 -0.60
C 2.24 -1.53 -6.49 -0.88
C 1.38 -2.26 -5.68 -0.42
C -2.02 0.53 -3.55 0.46
C -1.96 1.88 -3.19 -0.60
C -1.79 2.84 -4.18 -0.57
C -1.66 2.46 -5.51 -0.92
C -1.72 1.12 -5.87 -1.00
C -1.89 0.15 -4.89 0.18
C -3.66 -1.68 -2.51 0.92
C -4.05 -2.50 -1.44 -0.91
C -5.21 -3.26 -1.54 -0.77
C -5.96 -3.22 -2.71 -0.59
C -5.58 -2.39 -3.76 -0.80
C -4.43 -1.62 -3.67 -0.37
H -2.07 -4.54 -2.54 0.41
H -3.95 -5.66 -3.69 0.50
H -4.37 -5.21 -6.10 0.43
H -2.92 -3.64 -7.34 0.47
H -1.07 -2.50 -6.19 0.50
H 1.00 0.02 -3.17 0.49
H 2.56 1.28 -4.61 0.50
H 3.34 0.29 -6.74 0.44
H 2.60 -1.97 -7.41 0.44
H 1.09 -3.27 -5.96 0.56
H -2.07 2.17 -2.15 0.19
H -1.75 3.89 -3.90 0.52
H -1.52 3.22 -6.27 0.43
H -1.63 0.82 -6.91 0.51
H -1.94 -0.90 -5.17 0.30
H -3.47 -2.52 -0.53 0.47
H -5.53 -3.87 -0.70 0.44
H -6.86 -3.83 -2.80 0.43
H -6.18 -2.35 -4.66 0.47
H -4.16 -0.96 -4.49 0.47
C -4.67 5.69 0.11 -1.56
C -3.38 4.92 0.18 0.82
C -2.25 5.35 -0.52 -0.94
C -1.05 4.66 -0.44 -0.47
C -0.97 3.53 0.37 0.98
C -2.08 3.08 1.08 -0.19
C -3.27 3.77 0.97 -0.99
S 0.60 2.74 0.50 -0.43
O 0.40 1.24 0.46 0.31
C 0.98 3.22 2.21 1.08
C 0.42 4.43 2.72 -1.03
C 0.84 4.93 3.91 -1.48
C 1.83 4.27 4.67 0.75
C 2.32 4.82 5.89 -0.95
C 3.28 4.17 6.60 -0.64
C 3.77 2.91 6.16 -0.97
C 3.32 2.36 5.00 -0.79
C 2.35 3.04 4.21 1.05
C 1.93 2.53 2.94 -0.64
C 2.57 1.24 2.50 0.21
C 3.88 1.28 1.93 0.95
C 4.55 2.51 1.68 -1.15
C 5.75 2.52 1.03 -0.99
C 6.37 1.31 0.63 -0.72
C 5.76 0.11 0.89 -1.18
C 4.51 0.06 1.54 0.92
C 3.85 -1.17 1.81 -1.13
C 2.59 -1.19 2.29 -0.68
C 1.93 0.03 2.60 0.88
S 0.18 -0.03 2.97 0.90
O -0.48 -1.06 2.00 -0.71
C 0.28 -0.93 4.51 0.23
C 0.04 -2.30 4.55 -0.50
C 0.26 -2.98 5.74 -0.79
C 0.70 -2.32 6.89 0.85
C 0.97 -3.07 8.18 -1.51
C 0.89 -0.94 6.82 -0.91
C 0.67 -0.23 5.65 -0.36
H -4.73 6.31 -0.78 0.41
H -4.77 6.34 0.98 0.28
H -5.53 5.01 0.12 0.39
H -2.32 6.24 -1.15 0.44
H -0.17 5.00 -0.98 0.54
H -2.00 2.20 1.72 0.54
H -4.14 3.42 1.52 0.46
H -0.33 4.96 2.16 0.56
H 0.43 5.86 4.28 0.42
H 1.92 5.77 6.24 0.46
H 3.67 4.61 7.52 0.42
H 4.51 2.38 6.76 0.47
H 3.68 1.39 4.68 0.54
H 4.09 3.44 1.98 0.53
H 6.25 3.46 0.83 0.46
H 7.32 1.33 0.11 0.42
H 6.24 -0.82 0.60 0.46
H 4.39 -2.10 1.61 0.45
H 2.08 -2.13 2.51 0.68
H -0.30 -2.81 3.66 0.28
H 0.08 -4.05 5.79 0.40
H 1.19 -4.12 7.98 0.38
H 0.10 -3.03 8.84 0.30
H 1.81 -2.64 8.72 0.39
H 1.21 -0.40 7.71 0.44
H 0.82 0.84 5.61 0.52
N 2.31 -4.20 0.56 0.16
C 1.25 -4.75 1.28 -0.79
C 0.21 -3.91 1.10 -0.95
N 0.62 -2.87 0.27 1.69
C 1.88 -3.08 -0.03 -1.44
H 3.23 -4.59 0.48 0.24
H 1.34 -5.68 1.84 0.45
H -0.79 -3.98 1.50 0.53
H 2.49 -2.45 -0.64 0.53
```

Computed properties:
orbital gap (alpha / beta)	4.5 / 4.5	eV
HOMO level (alpha / beta)	-0.4516 / -0.4516	hartree
charge	+2
ΔE to the lowest compared entry with this formula, charge and spin	1.343	eV



The following is a DFT calculation (ωB97M-V/def2-TZVPD) of the molecule C3H9BO2.

```
15
Properties=species:S:1:pos:R:3:nbo_charge:R:1
B 0.44 -0.84 0.72 0.61
C 0.03 1.84 0.00 -0.71
C -0.84 -0.03 -1.36 -0.74
C 0.03 0.29 -0.25 0.15
O 0.45 -2.14 0.10 -0.91
O 1.34 -0.63 1.82 -0.90
H 1.02 2.33 0.23 0.25
H -0.63 2.35 0.72 0.26
H -0.20 2.16 -1.09 0.21
H -0.50 0.35 -2.36 0.25
H -0.85 -1.09 -1.63 0.26
H -1.85 0.34 -1.10 0.25
H -0.86 -0.76 1.28 0.08
H 0.73 -2.74 0.75 0.46
H 1.69 -1.44 2.15 0.47
```

Computed properties:
orbital gap	8.2	eV
HOMO level	-0.3291	hartree
ΔE to the lowest compared entry with this formula, charge and spin	2.826	eV



The following is a DFT calculation (ωB97M-V/def2-TZVPD) of a structure of composition C5H11ClCuFInN.

```
21
Properties=species:S:1:pos:R:3:mulliken_charge:R:1
C -0.17 0.60 2.77 -1.20
C 0.13 -0.66 1.86 0.71
F 0.67 -1.73 2.64 -0.38
C -1.13 -1.13 1.00 -1.04
In -0.44 -1.43 -1.15 0.70
Cl 2.06 -1.74 -1.23 -0.50
C -0.84 0.45 -2.38 -0.95
C 0.08 1.53 -1.74 0.03
N 1.32 1.74 -2.10 -0.61
H 0.61 0.69 3.58 0.34
H -1.20 0.51 3.21 0.31
H -0.11 1.53 2.15 0.27
H 0.95 -0.36 1.16 0.03
H -1.50 -2.11 1.42 0.37
H -1.93 -0.34 1.04 0.32
H -1.23 -2.87 -1.91 -0.26
H -1.90 0.79 -2.23 0.28
H -0.59 0.25 -3.46 0.35
H -0.37 2.15 -0.92 0.28
H 1.64 2.50 -1.50 0.23
Cu 3.96 -0.37 -2.21 0.71
```

Computed properties:
orbital gap	5.6	eV
HOMO level	-0.2999	hartree